# 1
12
Properties=species:S:1:pos:R:3:forces:R:3:mulliken_charge:R:1 method="wB97M-V/def2-TZVPD" charge=0 total_energy_ha=-339.66140 smiles="NCC(=O)NO" homo_energy_ev=-9.6 e_lumo_ev=0.321
N 1.58951 -0.84067 -0.34766 -3.2 0.5 -4.6 -0.618
C 0.90448 0.17366 0.51668 0.8 -2.7 1.8 -0.582
C -0.14013 1.02216 -0.09150 -1.3 4.6 1.4 0.527
O -0.12426 2.31308 -0.14851 0.1 -5.1 -0.6 -0.613
N -1.34360 0.35080 -0.17621 -0.6 -2.2 -0.7 -0.131
O -1.40778 -1.16601 -0.01512 -2.2 3.2 1.9 -0.429
H 0.56678 -1.08201 -1.00253 4.4 0.1 2.0 0.313
H 2.26937 -0.44344 -1.15172 -2.1 -0.5 2.5 0.279
H 0.40411 -0.50822 1.34767 0.6 1.4 -1.8 0.238
H 1.58753 0.71992 1.12327 0.7 0.9 -0.1 0.397
H -2.14865 0.55985 -0.76010 0.7 0.7 0.0 0.246
H -2.15736 -1.09911 0.70573 2.2 -0.9 -1.9 0.374



# 2
108
Properties=species:S:1:pos:R:3:forces:R:3:mulliken_charge:R:1 method="wB97M-V/def2-TZVPD" charge=0 total_energy_ha=-2035.79806 smiles="NC(N)=O.NC(N)=O.NC(N)=O.CC(C)O.CC(C)O.CC(C)O.CC(C)O.CC(C)O.CC(C)O.CC(C)O" homo_energy_ev=-9.3 e_lumo_ev=-0.125
N -2.74286 -1.80138 0.40279 0.4 -1.4 -3.3 0.518
C -3.64586 -1.22638 1.16179 -6.2 -0.5 -1.7 0.252
N -3.13886 -0.99238 2.35879 -1.5 2.3 4.4 -0.167
O -4.94786 -1.01538 0.81279 6.5 -0.6 1.7 -0.760
H -3.08386 -2.07438 -0.51921 0.4 0.1 0.4 0.061
H -1.78886 -2.09438 0.64979 -0.7 0.5 0.0 -0.625
H -3.75886 -0.40338 2.94979 0.7 -0.9 -0.5 0.252
H -2.17086 -1.07938 2.69579 -1.0 -0.6 -0.4 0.323
N 2.58214 1.67162 -1.55421 0.2 4.3 0.5 -0.138
C 2.94714 0.45162 -1.87421 7.9 -1.5 -2.5 -0.127
N 2.02514 -0.46638 -1.77021 0.7 -3.8 -1.5 0.184
O 4.25114 0.20462 -2.25221 -6.5 1.1 1.8 -0.795
H 3.34414 2.36962 -1.49921 -0.8 -0.9 -0.2 -0.010
H 1.62814 2.06462 -1.46921 1.1 -0.8 -0.7 0.302
H 1.22014 -0.38638 -1.17021 -0.5 -0.9 0.1 -0.764
H 2.34914 -1.44138 -2.08621 -0.7 2.0 1.2 0.485
N 0.74914 1.10862 0.38379 1.7 2.1 0.0 1.643
C -0.03186 0.12362 0.65779 0.8 -6.4 -3.0 0.212
N -1.07386 0.42562 1.34279 -1.8 0.8 2.1 1.333
O 0.19314 -1.14838 0.15479 -0.9 4.8 2.1 1.420
H 1.55914 0.97862 -0.21321 -0.2 0.4 1.3 -1.203
H 0.48614 2.02162 0.81379 0.7 -0.8 -1.2 -0.762
H -1.89086 -0.15038 1.41879 0.5 0.3 -0.4 -0.974
H -1.17286 1.36062 1.72679 0.0 -0.7 -0.6 -0.323
C -1.65786 -4.39138 2.25579 -2.1 -0.1 -1.0 -1.487
C -0.35986 -4.04438 2.83779 -0.2 6.9 -8.0 1.034
C -0.27986 -2.57438 3.24479 0.7 2.5 0.0 -0.810
O -0.01086 -4.70438 3.80779 5.0 -7.6 8.7 -0.584
H -1.77986 -4.13238 1.17779 0.3 -0.2 0.8 0.128
H -2.47186 -3.89238 2.77279 -0.3 0.0 0.2 0.460
H -1.83186 -5.45338 2.35679 0.0 -0.4 -0.1 0.403
H 0.36714 -4.16538 2.03279 0.1 0.2 -0.6 -0.035
H -0.12086 -1.84738 2.43479 -0.9 -0.3 -0.4 -0.092
H 0.62714 -2.23138 3.81279 -0.5 -1.3 0.0 0.328
H -1.13686 -2.30338 3.87779 0.1 0.0 -0.1 0.576
H 0.98314 -4.84138 3.74479 -2.0 0.1 0.7 0.463
C 4.16014 6.09362 -1.42621 2.0 0.5 -0.3 -1.525
C 2.97414 5.10462 -1.52221 7.6 -2.1 2.7 0.964
C 2.64914 4.63062 -0.14021 -0.8 -1.0 0.7 -1.265
O 1.96214 5.65162 -2.00921 -8.3 3.2 -5.2 -0.557
H 4.28214 6.65062 -0.47121 -0.7 0.0 -0.7 0.309
H 4.25514 6.74762 -2.32621 -0.7 -0.1 0.8 0.363
H 5.15014 5.60262 -1.49221 -0.5 -0.5 0.2 0.380
H 3.38814 4.33962 -2.20421 -0.2 -0.5 0.5 0.225
H 1.97914 5.28162 0.41679 0.6 1.2 -0.1 0.570
H 3.50114 4.36062 0.45679 0.3 -0.2 0.3 0.407
H 1.92814 3.83362 -0.18421 0.1 -1.2 -0.2 -0.258
H 1.61314 5.23562 -2.84121 0.6 0.8 1.3 0.388
C -3.03886 4.29162 -0.85221 0.7 1.4 0.2 -1.041
C -3.66186 2.98662 -1.24021 5.4 0.8 0.3 0.021
C -3.24386 1.90462 -0.33821 2.4 -0.7 1.2 0.108
O -4.92786 3.04262 -1.21421 -7.9 0.1 0.1 -0.501
H -3.39486 5.13862 -1.45421 0.1 -0.3 -0.2 0.470
H -1.97086 4.18962 -1.00021 0.4 0.3 -0.1 -0.019
H -3.21186 4.59862 0.17579 -0.2 -0.2 0.3 0.195
H -3.29386 2.84662 -2.23521 0.6 -0.8 -1.0 0.191
H -3.49786 2.05662 0.73979 -0.3 0.0 -1.1 0.243
H -2.13186 1.84762 -0.35821 -0.7 0.0 0.0 -0.600
H -3.60486 0.96262 -0.68921 -0.5 -0.7 0.0 0.608
H -5.27586 3.52562 -1.95521 -0.4 0.3 -0.3 0.424
C -1.19786 -0.10238 -2.38321 -1.0 1.5 0.9 -0.106
C -0.60286 -1.33538 -3.00421 -7.7 -1.4 5.9 1.745
C -1.66686 -2.04538 -3.74721 -3.2 -2.0 0.5 -1.883
O 0.35714 -1.12038 -3.72521 8.5 1.9 -7.7 -0.749
H -0.43386 0.63562 -2.05721 -0.3 -0.4 -0.2 -0.251
H -1.82986 -0.33938 -1.51021 0.4 0.1 -0.3 -0.615
H -1.85986 0.42362 -3.08221 0.2 0.0 -0.1 0.805
H -0.33486 -1.98038 -2.20521 0.1 -1.0 1.5 -0.596
H -1.98286 -1.53838 -4.63021 0.4 0.4 -1.1 0.584
H -2.70086 -2.09038 -3.22721 1.7 0.1 0.0 0.179
H -1.42786 -3.11138 -3.93721 0.1 0.8 -0.2 0.230
H 1.12714 -0.80538 -3.24321 -0.1 0.2 -0.2 0.647
C 0.31114 -4.50638 -0.67721 1.2 0.3 -0.9 -0.794
C -0.02886 -5.21238 -1.98521 -3.3 -6.4 8.5 0.080
C -1.54086 -5.29538 -2.11321 -1.2 1.2 0.7 -1.225
O 0.25914 -4.54738 -2.94221 5.6 9.1 -10.7 -0.408
H -0.06086 -5.08138 0.13179 0.0 -0.6 0.9 0.670
H -0.18786 -3.53838 -0.64921 -0.1 0.1 -0.1 -0.314
H 1.40014 -4.27838 -0.61121 -0.7 -0.4 0.2 0.098
H 0.55114 -6.17238 -2.14821 -1.0 -0.3 1.6 0.426
H -1.89886 -6.11038 -1.60021 -1.4 -2.1 1.1 0.471
H -1.88986 -5.25938 -3.15821 0.3 -0.5 0.3 0.427
H -2.02586 -4.38538 -1.64321 0.7 -0.8 -0.4 0.029
H 0.21714 -5.08638 -3.71521 0.1 0.1 -1.2 0.400
C 3.63414 -0.46238 1.38379 -1.0 0.6 -0.3 -1.217
C 3.43414 -1.88838 0.91079 7.4 2.1 -3.0 1.239
C 4.52114 -2.84338 1.36179 1.1 -0.1 1.4 -1.630
O 2.35214 -2.39238 1.28679 -7.0 -3.3 2.7 -0.399
H 3.06314 0.25762 0.74479 0.5 -0.6 0.8 -0.002
H 4.63714 -0.15138 1.39179 1.5 0.4 -0.4 0.556
H 3.33614 -0.38138 2.42479 -0.5 0.0 0.2 0.310
H 3.53814 -1.90938 -0.19221 0.0 0.4 -0.1 -0.224
H 4.27414 -3.11838 2.41579 0.3 0.1 -0.6 0.300
H 5.54814 -2.40738 1.38079 -0.7 -0.4 -0.3 0.364
H 4.49914 -3.77138 0.77679 0.1 0.3 0.1 0.393
H 1.63414 -1.81938 1.02879 -1.2 0.1 -0.4 -0.345
C -2.23386 3.00162 2.72479 1.7 -0.3 0.7 -1.506
C -0.83786 3.50862 2.22579 -0.6 2.9 8.4 0.113
C 0.44514 3.00862 2.89279 1.2 1.3 1.8 -0.666
O -0.66586 3.31662 1.01379 0.8 -1.7 -10.9 -0.669
H -2.21486 3.12162 3.77379 -0.4 0.8 1.4 0.606
H -2.39686 1.92462 2.71079 0.0 0.0 -0.6 0.249
H -3.05186 3.50562 2.25879 -0.4 0.4 -0.2 0.305
H -0.73286 4.61562 2.35279 -0.9 -0.4 1.0 0.550
H 0.59414 3.45862 3.89879 -0.3 -0.5 -0.4 0.501
H 1.33214 3.41662 2.31879 -1.0 -0.5 0.4 0.060
H 0.56014 1.94562 2.99779 0.0 -0.6 0.0 0.110
H -0.62486 4.10362 0.46779 -0.2 -0.1 -0.1 0.331



# 3
18
Properties=species:S:1:pos:R:3:forces:R:3:mulliken_charge:R:1 method="wB97M-V/def2-TZVPD" charge=+1 total_energy_ha=-363.64442 homo_energy_ev=-14.7 e_lumo_ev=-2.978
C -0.11029 -1.98829 -0.61277 0.3 0.0 0.6 -0.458
O -0.29004 -1.43005 -1.89952 0.1 -0.4 0.1 -0.519
C 0.73230 -1.01419 0.19881 -0.3 0.0 -0.2 -0.540
N 0.27560 0.36938 -0.11168 0.2 0.9 0.5 -0.184
H 0.44665 -2.92514 -0.63876 -0.1 -0.1 -0.1 0.393
H -1.06028 -2.16336 -0.08850 0.0 0.1 -0.3 0.301
H -0.39133 -2.17670 -2.49810 -0.1 0.2 -0.3 0.338
H 0.57508 -1.13284 1.26125 -0.1 -0.3 0.2 0.331
H 1.79218 -1.12057 0.00757 0.2 0.2 -0.3 0.412
H -0.75100 0.41614 -0.17945 -0.2 0.1 -0.1 0.316
H 0.69144 0.81368 -0.93295 -0.2 -0.6 -0.3 0.369
H 0.53603 1.02835 0.63919 0.0 0.0 -0.1 0.297
H 2.41070 1.92384 1.47699 0.1 0.2 0.2 0.339
H 1.99561 3.34425 1.08212 -0.1 0.1 0.0 0.326
O 1.64195 2.47043 1.27620 0.1 -0.4 -0.1 -0.683
H -2.80726 1.21707 1.12988 0.0 -0.1 -0.1 0.302
H -3.17336 1.37764 -0.34729 0.0 0.0 -0.1 0.308
O -2.51397 0.99035 0.23700 0.1 0.0 0.2 -0.647